Molecular formula: C3H3CoLiO3
Method: DFT, ωB97M-V/def2-TZVPD

```
11
C3H3CoLiO3, DFT ωB97M-V/def2-TZVPD
O 0.743 0.663 0.055
C 0.541 -0.621 0.173
C -0.706 1.371 0.021
O 1.492 -1.402 0.018
O -0.717 -0.961 0.201
C -1.535 0.150 0.139
Co 2.836 0.300 -0.009
H -0.791 1.898 -0.937
H -0.690 2.035 0.893
H -2.513 -0.030 -0.295
Li 1.340 -3.403 -0.257
```

Output
* net charge: +3
* largest force on an atom: 3.675 eV/Å
* highest occupied orbital energy (alpha / beta): -21.1 / -26.5 eV
* spin multiplicity: 5
* HOMO-LUMO gap (alpha / beta): 5.1 / 9.1 eV

How positive or negative is each atom? The Mulliken charges in e answer that:
1 O -0.55
2 C 1.35
3 C -0.03
4 O -0.82
5 O -0.17
6 C -0.20
7 Co 1.43
8 H 0.32
9 H 0.30
10 H 0.41
11 Li 0.97

---

Molecular formula: C34H54ClN3O5PRu
Method: DFT, ωB97M-V/def2-TZVPD

```
99
C34H54ClN3O5PRu, DFT ωB97M-V/def2-TZVPD
Ru -0.092 -0.366 -0.488
C 0.626 -0.355 1.669
C -0.328 -1.410 1.440
C 0.383 -2.440 0.712
C 1.714 -1.975 0.565
C 1.887 -0.748 1.210
C 3.195 -0.150 1.676
C 3.478 -0.792 3.048
C 3.081 1.364 1.860
C 4.373 -0.497 0.764
C 0.004 -3.882 0.325
C 1.176 -4.545 -0.421
C -1.212 -4.010 -0.592
C -0.210 -4.718 1.598
C -1.571 -1.454 2.339
C -2.002 -0.035 2.738
C -2.775 -2.162 1.722
C -1.178 -2.144 3.661
H 0.440 0.505 2.287
H 2.504 -2.524 0.080
H 2.665 -0.591 3.748
H 4.403 -0.387 3.464
H 3.584 -1.874 2.954
H 2.342 1.616 2.623
H 2.788 1.855 0.935
H 4.041 1.777 2.178
H 4.492 -1.579 0.673
H 5.295 -0.100 1.193
H 4.267 -0.091 -0.234
H 1.476 -3.963 -1.292
H 0.855 -5.528 -0.771
H 2.048 -4.690 0.219
H -0.910 -3.877 -1.625
H -1.985 -3.275 -0.396
H -1.644 -5.009 -0.491
H 0.612 -4.582 2.305
H -0.252 -5.775 1.326
H -1.140 -4.474 2.103
H -2.080 0.634 1.888
H -1.310 0.405 3.457
H -2.982 -0.077 3.218
H -3.045 -1.712 0.762
H -3.631 -2.070 2.393
H -2.603 -3.223 1.557
H -0.341 -1.618 4.126
H -0.886 -3.182 3.530
H -2.023 -2.115 4.353
C 1.082 -2.314 -3.753
O 0.232 -1.176 -3.891
P -0.855 -0.923 -2.701
O -1.845 0.038 -3.498
C -1.455 1.344 -3.917
O -1.728 -2.249 -2.721
C -2.320 -2.754 -3.929
H 0.681 -3.139 -4.346
H 1.157 -2.634 -2.711
H 2.073 -2.058 -4.119
H -2.366 1.882 -4.168
H -0.808 1.281 -4.793
H -0.942 1.861 -3.113
H -2.157 -3.832 -3.936
H -1.865 -2.303 -4.809
H -3.387 -2.538 -3.907
Cl -3.424 4.299 0.584
C -1.992 5.110 1.111
C -2.016 6.485 1.228
C -0.883 7.172 1.646
C 0.285 6.471 1.953
C 0.308 5.102 1.845
C -0.828 4.357 1.417
C -0.750 2.970 1.298
H -2.929 7.017 0.995
H -0.914 8.250 1.735
H 1.169 7.004 2.278
H 1.208 4.550 2.093
H -1.593 2.392 0.953
H 0.175 2.461 1.533
O -1.964 0.594 -0.756
N -2.903 1.002 0.019
C -4.076 0.542 -0.274
C -5.170 0.998 0.532
N -6.061 1.344 1.170
C -4.350 -0.387 -1.333
N -4.640 -1.124 -2.167
C 3.084 -0.109 -2.490
C 2.940 1.280 -1.927
O 1.573 1.559 -1.632
C 1.428 2.954 -1.280
C 0.080 3.495 -1.682
H 4.141 -0.377 -2.556
H 2.647 -0.150 -3.487
H 2.585 -0.845 -1.858
H 3.282 2.007 -2.675
H 3.543 1.437 -1.031
H 2.214 3.520 -1.787
H 1.583 3.060 -0.203
H 0.004 3.565 -2.767
H -0.056 4.492 -1.260
H -0.723 2.862 -1.300
```

Output
* largest force on an atom: 2.237 eV/Å
* highest occupied orbital energy (alpha / beta): -7.3 / -7.9 eV
* spin multiplicity: 2
* HOMO-LUMO gap (alpha / beta): 6.9 / 7.2 eV

How positive or negative is each atom? The Mulliken charges in e answer that:
1 Ru 1.50
2 C -1.92
3 C -0.56
4 C 0.40
5 C -0.63
6 C 2.50
7 C 1.66
8 C -1.79
9 C -1.41
10 C -1.70
11 C 2.42
12 C -2.28
13 C -1.78
14 C -2.03
15 C 1.91
16 C -1.73
17 C -1.80
18 C -1.65
19 H 0.50
20 H 0.58
21 H 0.31
22 H 0.45
23 H 0.36
24 H 0.37
25 H -0.23
26 H 0.52
27 H 0.31
28 H 0.47
29 H 0.16
30 H 0.32
31 H 0.44
32 H 0.41
33 H 0.31
34 H -0.11
35 H 0.58
36 H 0.29
37 H 0.60
38 H 0.31
39 H 0.00
40 H 0.36
41 H 0.52
42 H -0.06
43 H 0.59
44 H 0.25
45 H 0.23
46 H 0.22
47 H 0.47
48 C -0.93
49 O -0.43
50 P 1.51
51 O -0.39
52 C -0.43
53 O -0.48
54 C -1.04
55 H 0.28
56 H 0.16
57 H 0.37
58 H 0.33
59 H 0.31
60 H -0.25
61 H 0.25
62 H 0.40
63 H 0.28
64 Cl -0.20
65 C 0.93
66 C -0.65
67 C -0.44
68 C -0.88
69 C -0.30
70 C 0.84
71 C 0.08
72 H 0.46
73 H 0.38
74 H 0.41
75 H 0.36
76 H -0.69
77 H -0.29
78 O 1.22
79 N -1.30
80 C 0.93
81 C -0.54
82 N -0.59
83 C 0.05
84 N -0.57
85 C -1.23
86 C -0.59
87 O 0.00
88 C 0.20
89 C -1.75
90 H 0.48
91 H 0.43
92 H 0.05
93 H 0.57
94 H 0.47
95 H 0.56
96 H -0.09
97 H 0.49
98 H 0.49
99 H 0.16

---

Molecular formula: C14H19ClHoO
Method: DFT, ωB97M-V/def2-TZVPD

```
36
C14H19ClHoO, DFT ωB97M-V/def2-TZVPD
C -0.880 0.118 2.048
C -2.136 0.561 1.554
C -1.936 1.889 1.028
H -3.078 -0.019 1.576
C -0.539 2.163 1.037
C 0.109 1.127 1.785
H 1.176 1.152 2.028
H -0.694 -0.855 2.510
H -2.693 2.601 0.706
H -0.007 3.018 0.639
Ho -0.873 0.056 -0.533
Cl -1.144 -2.503 -0.429
C -1.618 -0.128 -2.807
C -1.370 1.286 -2.656
C -2.429 1.820 -1.868
H -0.628 1.863 -3.211
C -3.227 0.747 -1.382
C -2.730 -0.469 -1.934
H -3.192 -1.443 -1.817
H -1.088 -0.800 -3.479
H -2.645 2.889 -1.747
H -4.134 0.815 -0.783
C 1.913 -1.414 1.814
C 2.256 -0.976 0.371
C 3.355 0.099 0.413
C 2.580 -2.214 -0.446
O 1.211 -0.317 -0.337
H 2.809 -1.870 2.292
H 1.101 -2.173 1.828
H 1.657 -0.571 2.445
H 4.261 -0.243 0.931
H 3.626 0.390 -0.625
H 2.963 0.958 0.964
H 1.777 -2.941 -0.435
H 2.761 -1.977 -1.485
H 3.488 -2.640 0.004
```

Output
* net charge: -1
* largest force on an atom: 3.854 eV/Å
* highest occupied orbital energy (alpha / beta): -4.0 / -4.1 eV
* spin multiplicity: 5
* HOMO-LUMO gap (alpha / beta): 6.9 / 7.0 eV

How positive or negative is each atom? The Mulliken charges in e answer that:
1 C -0.37
2 C -0.80
3 C -0.17
4 H 0.42
5 C -1.32
6 C -0.22
7 H 0.70
8 H 0.36
9 H 0.57
10 H 0.37
11 Ho 0.56
12 Cl -0.59
13 C -0.40
14 C -0.79
15 C -0.25
16 H 0.44
17 C -0.45
18 C -0.62
19 H 0.57
20 H 0.46
21 H 0.42
22 H 0.45
23 C -1.63
24 C 1.78
25 C -1.50
26 C -1.71
27 O -0.41
28 H 0.45
29 H 0.20
30 H 0.45
31 H 0.36
32 H 0.31
33 H 0.30
34 H 0.33
35 H 0.34
36 H 0.41

---

Molecular formula: C40H88BN4O18
Method: DFT, ωB97M-V/def2-TZVPD

```
151
C40H88BN4O18, DFT ωB97M-V/def2-TZVPD
O -6.590 1.192 -1.446
C -5.508 0.793 -1.930
O -4.909 1.295 -3.029
B -3.632 0.571 -3.294
O -3.495 -0.370 -2.144
C -4.689 -0.407 -1.482
O -4.991 -1.274 -0.670
O -2.580 1.612 -3.333
C -1.937 1.506 -4.479
O -0.869 2.097 -4.793
C -2.666 0.355 -5.302
O -3.697 -0.025 -4.653
O -2.418 0.164 -6.537
C -3.092 1.307 12.401
C -2.923 -0.177 12.196
C -4.350 -0.881 12.448
C -5.319 -0.755 11.282
C -4.782 -1.253 10.015
C -3.269 -0.739 9.633
N -2.410 -0.642 10.892
O -1.151 -0.055 10.585
C -2.671 -1.881 8.605
C -3.272 0.514 8.770
C -1.974 -0.811 13.169
H -3.832 1.543 13.166
H -3.532 1.756 11.510
H -2.165 1.855 12.571
H -4.198 -1.898 12.807
H -4.905 -0.391 13.249
H -5.648 0.283 11.238
H -6.179 -1.359 11.570
H -5.549 -0.914 9.319
H -4.829 -2.337 9.914
H -2.976 -1.767 7.565
H -1.606 -1.975 8.819
H -3.076 -2.838 8.936
H -3.686 0.504 7.761
H -3.669 1.372 9.312
H -2.245 0.787 8.527
H -1.811 -1.886 13.094
H -2.113 -0.529 14.213
H -0.964 -0.408 13.109
H -0.642 -0.850 10.760
C -4.958 -14.447 -3.977
C -5.553 -13.102 -3.186
C -5.641 -13.563 -1.681
C -5.775 -12.405 -0.720
C -4.580 -11.472 -0.961
C -4.311 -10.990 -2.413
N -4.518 -12.071 -3.432
O -4.428 -11.705 -4.808
C -5.278 -9.848 -2.767
C -2.863 -10.499 -2.527
C -7.017 -12.659 -3.524
H -5.627 -15.296 -3.832
H -3.929 -14.716 -3.741
H -4.770 -14.164 -5.013
H -6.346 -14.375 -1.501
H -4.732 -14.028 -1.300
H -5.681 -12.807 0.289
H -6.753 -11.949 -0.875
H -3.672 -11.801 -0.455
H -4.993 -10.573 -0.504
H -5.159 -8.994 -2.101
H -4.905 -9.436 -3.705
H -6.333 -10.044 -2.958
H -2.881 -9.540 -2.009
H -2.186 -11.238 -2.097
H -2.535 -10.347 -3.555
H -7.351 -11.718 -3.086
H -7.670 -13.454 -3.164
H -7.248 -12.608 -4.588
H -5.101 -11.031 -4.925
C 8.646 2.130 -4.620
C 10.125 1.971 -5.212
C 10.036 0.908 -6.317
C 11.135 0.725 -7.328
C 11.311 2.126 -7.903
C 11.651 3.223 -6.828
N 10.576 3.234 -5.815
O 10.730 4.219 -4.778
C 13.111 3.034 -6.375
C 11.529 4.545 -7.597
C 11.067 1.520 -4.043
H 8.083 1.210 -4.463
H 8.127 2.613 -5.448
H 8.667 2.804 -3.764
H 10.103 -0.079 -5.859
H 9.030 1.000 -6.725
H 10.726 0.049 -8.078
H 12.097 0.302 -7.039
H 10.418 2.432 -8.448
H 12.077 2.001 -8.669
H 13.332 2.035 -5.999
H 13.822 3.199 -7.184
H 13.366 3.523 -5.435
H 11.156 5.316 -6.922
H 12.519 4.760 -7.999
H 10.739 4.619 -8.345
H 10.629 0.794 -3.358
H 11.107 2.295 -3.277
H 12.072 1.261 -4.376
H 10.067 4.911 -4.840
C 0.424 9.584 4.991
C 1.800 9.773 4.273
C 2.867 8.939 5.084
C 2.922 7.473 4.794
C 3.040 7.293 3.275
C 1.913 7.866 2.472
N 1.789 9.337 2.841
O 1.090 10.221 1.975
C 2.299 7.746 0.991
C 0.643 7.224 2.670
C 2.265 11.290 4.415
H 0.415 8.504 5.140
H -0.375 9.701 4.258
H 0.263 10.113 5.930
H 3.777 9.529 5.193
H 2.632 9.037 6.144
H 2.123 6.830 5.162
H 3.845 7.067 5.208
H 3.116 6.226 3.066
H 3.987 7.689 2.909
H 3.223 8.302 0.831
H 2.536 6.713 0.736
H 1.652 8.096 0.187
H -0.216 7.774 2.286
H 0.638 6.298 2.096
H 0.482 6.973 3.718
H 2.290 11.457 5.492
H 1.569 12.018 3.999
H 3.217 11.503 3.928
H 1.580 11.010 2.218
O -12.533 -1.575 -2.550
H -13.085 -2.305 -2.269
H -11.736 -1.661 -2.027
O -3.034 7.364 -5.670
H -2.519 8.162 -5.552
H -2.568 6.700 -5.161
O -1.294 1.304 -15.464
H -1.106 0.912 -14.611
H -0.553 1.888 -15.628
O 4.548 3.475 -10.339
H 4.508 2.518 -10.324
H 3.897 3.753 -9.695
O -5.335 -2.532 -11.670
H -5.311 -1.636 -12.006
H -4.433 -2.843 -11.751
O -12.231 3.512 2.187
H -11.371 3.599 2.599
H -12.091 2.899 1.466
```

Output
* net charge: -1
* largest force on an atom: 6.744 eV/Å
* highest occupied orbital energy: -6.6 eV
* HOMO-LUMO gap: 8.3 eV

Atomic partial charges in e from the Mulliken method, atoms 1 to 99:
1 O -0.64
2 C 0.60
3 O -0.48
4 B 0.96
5 O -0.44
6 C 0.59
7 O -0.60
8 O -0.44
9 C 0.62
10 O -0.65
11 C 0.57
12 O -0.45
13 O -0.65
14 C -1.67
15 C 1.71
16 C -1.17
17 C -0.66
18 C -0.94
19 C 1.19
20 N 0.20
21 O -0.46
22 C -1.56
23 C -1.68
24 C -2.11
25 H 0.35
26 H 0.35
27 H 0.35
28 H 0.40
29 H 0.39
30 H 0.33
31 H 0.37
32 H 0.28
33 H 0.42
34 H 0.37
35 H 0.32
36 H 0.37
37 H 0.46
38 H 0.34
39 H 0.40
40 H 0.40
41 H 0.43
42 H 0.46
43 H 0.38
44 C -1.67
45 C 1.32
46 C -1.23
47 C -0.77
48 C -1.01
49 C 1.59
50 N 0.03
51 O -0.41
52 C -1.85
53 C -1.83
54 C -1.64
55 H 0.37
56 H 0.39
57 H 0.41
58 H 0.54
59 H 0.39
60 H 0.41
61 H 0.34
62 H 0.42
63 H 0.29
64 H 0.48
65 H 0.55
66 H 0.25
67 H 0.41
68 H 0.43
69 H 0.34
70 H 0.31
71 H 0.40
72 H 0.38
73 H 0.36
74 C -1.87
75 C 1.46
76 C -1.12
77 C -0.64
78 C -1.23
79 C 1.59
80 N 0.21
81 O -0.51
82 C -1.78
83 C -1.70
84 C -1.63
85 H 0.36
86 H 0.50
87 H 0.37
88 H 0.27
89 H 0.43
90 H 0.39
91 H 0.35
92 H 0.43
93 H 0.37
94 H 0.33
95 H 0.45
96 H 0.39
97 H 0.36
98 H 0.36
99 H 0.39

---

For the records above, the corresponding E_tot values read -1730.79421 -2764.70986 -2028.48414 -3175.01417 Eh.